(1)
ORCA calculation (ωB97M-V/def2-TZVPD) on 3 unconnected molecules or ions with the total composition C50H60BClIN3O8P at a distorted geometry.

Cartesian coordinates (Å):
C1 3.7035 0.9552 4.6967
C2 3.0713 0.3387 3.8685
C3 2.3633 -0.5428 2.9606
N1 1.8511 0.2649 1.7427
N2 1.6693 1.6230 2.1341
C4 2.6569 0.0862 0.5010
O1 1.9683 0.7764 -0.5214
C5 3.9710 0.8561 0.6167
C6 4.7570 0.8699 -0.7058
C7 4.4257 2.0536 -1.6052
I1 6.8436 1.1276 -0.0864
C8 2.8919 -1.4205 0.1424
C9 2.4894 -1.7054 -1.3193
C10 2.2664 -3.1540 -1.7770
C11 1.4274 -3.1034 -3.0828
C12 2.2159 -2.4290 -4.2082
C13 2.5003 -2.4459 1.2639
C14 0.9944 -2.7298 1.4408
C15 0.0071 -2.2159 0.3811
C16 -1.4092 -1.9908 0.9702
C17 -1.9666 -0.6770 0.4045
C18 -1.5335 0.5384 1.2403
C19 -2.6619 1.5310 1.4877
P1 3.5045 -4.0804 1.1601
O2 2.4591 -5.1597 0.4761
Cl1 5.0170 -3.8514 -0.2743
C20 3.0920 -1.8670 2.6242
C21 4.6045 -1.8350 2.6957
N3 5.0430 -2.9486 3.5801
C22 5.8746 -2.4522 4.6876
B1 2.7690 -2.8256 3.9039
O3 2.1861 -4.0926 3.8283
O4 2.9885 -2.3141 5.1746
H1 4.2166 1.4308 5.4824
H2 1.4457 -0.8059 3.4821
H3 0.9091 -0.0956 1.5499
H4 0.7556 1.7492 2.5475
H5 1.8123 2.2730 1.3718
H6 1.0148 0.6464 -0.4441
H7 4.5861 0.5016 1.4359
H8 3.7705 1.9004 0.8296
H9 4.7505 -0.0805 -1.2167
H10 3.9441 2.8608 -1.0703
H11 3.6907 1.7104 -2.3354
H12 5.2716 2.3942 -2.1817
H13 3.9756 -1.4552 0.1232
H14 1.5899 -1.1909 -1.6293
H15 3.2586 -1.2890 -1.9626
H16 3.1619 -3.6913 -2.0573
H17 1.6278 -3.6761 -1.0751
H18 1.1905 -4.1267 -3.3576
H19 0.4954 -2.5701 -2.9036
H20 1.6969 -2.5419 -5.1533
H21 3.2248 -2.8307 -4.2617
H22 2.2876 -1.3658 -3.9950
H23 0.5877 -2.3222 2.3680
H24 0.8095 -3.7976 1.5382
H25 0.2855 -1.2450 -0.0190
H26 -0.1363 -2.8791 -0.4640
H27 -1.3845 -1.8616 2.0517
H28 -2.0958 -2.7854 0.6976
H29 -3.0526 -0.6870 0.4072
H30 -1.6724 -0.5224 -0.6326
H31 -0.7482 1.1234 0.7413
H32 -1.1278 0.2546 2.2199
H33 -3.5368 1.0349 1.8962
H34 -2.3753 2.3064 2.1946
H35 -2.9608 2.0373 0.5758
H36 2.9576 -5.6222 -0.2118
H37 5.1418 -1.9360 1.7518
H38 5.0125 -0.9304 3.1387
H39 5.6676 -3.5364 3.0440
H40 6.8115 -2.0177 4.3352
H41 5.3210 -1.7088 5.2517
H42 6.1079 -3.2616 5.3684
H43 1.2327 -4.0046 3.9349
H44 2.1751 -2.3972 5.6836
C23 -1.5951 5.3863 -1.1643
C24 -1.2433 4.6649 -0.0273
C25 -1.4673 5.1954 1.2302
C26 -2.0338 6.4548 1.3616
C27 -2.3661 7.1887 0.2234
C28 -2.1547 6.6462 -1.0385
C29 -2.9330 8.5636 0.3431
O5 -3.2253 9.1973 -0.6475
C30 -3.1206 9.1345 1.7046
C31 -3.5948 10.4326 1.8375
C32 -3.7868 10.9727 3.0977
C33 -3.5139 10.2152 4.2322
C34 -3.0360 8.9221 4.1066
C35 -2.8289 8.3796 2.8449
C36 -2.2836 7.0020 2.7255
O6 -2.0404 6.3339 3.7101
H45 -1.4275 4.9664 -2.1475
H46 -0.7936 3.6832 -0.1252
H47 -1.1992 4.6341 2.1155
H48 -2.4249 7.2124 -1.9192
H49 -3.8102 11.0203 0.9558
H50 -4.1518 11.9861 3.1989
H51 -3.6715 10.6377 5.2156
H52 -2.8196 8.3345 4.9879
C37 -5.1287 -3.0879 -7.8149
C38 -3.7844 -2.7317 -7.7796
C39 -3.0310 -2.9736 -6.6439
C40 -3.6209 -3.5633 -5.5331
C41 -4.9772 -3.9004 -5.5611
C42 -5.7239 -3.6701 -6.7085
C43 -5.6410 -4.4901 -4.3654
O7 -6.8154 -4.7873 -4.3870
C44 -4.8261 -4.6997 -3.1339
C45 -5.4361 -5.1977 -1.9893
C46 -4.6888 -5.4108 -0.8437
C47 -3.3245 -5.1349 -0.8387
C48 -2.7136 -4.6330 -1.9750
C49 -3.4626 -4.4051 -3.1232
C50 -2.7963 -3.8339 -4.3264
O8 -1.6056 -3.5910 -4.3106
H53 -5.7131 -2.9059 -8.7069
H54 -3.3250 -2.2665 -8.6417
H55 -1.9847 -2.7021 -6.6177
H56 -6.7699 -3.9426 -6.7336
H57 -6.4952 -5.4159 -1.9956
H58 -5.1668 -5.7957 0.0475
H59 -2.7398 -5.3112 0.0558
H60 -1.6531 -4.4152 -1.9731

The charge is +1. Its total energy is -104256.4891 eV. Its highest occupied orbital energy is -11.0 eV. For the orbital gap, the calculation gives 8.33 eV.

(2)
ORCA calculation (ωB97M-V/def2-TZVPD) on 10 unconnected molecules or ions with the total composition C50H61BN10O4P at a distorted geometry.

Cartesian coordinates (Å):
C1 -1.9451 1.4239 0.0708
O1 -1.7654 0.1467 -0.5594
B1 -0.3551 -0.0548 -0.5992
O2 0.2469 -0.5448 0.5861
C2 0.5773 0.2538 -1.8636
O3 1.8060 -0.3837 -1.5417
P1 2.3165 -1.6043 -2.7005
O4 1.2552 -0.9270 -3.9153
C3 0.1427 -0.3138 -3.2596
C4 -0.3370 0.7037 -4.3333
C5 0.7972 1.6214 -4.8885
N1 1.0311 1.5472 -6.3324
H1 -1.9171 1.3345 1.1679
H2 -1.1437 2.1040 -0.2413
H3 -2.9170 1.8047 -0.2565
H4 -0.0740 -0.0235 1.3153
H5 0.6851 1.3503 -2.0265
H6 2.9701 -2.2468 -1.5677
H7 3.4291 -0.6922 -2.9634
H8 2.9387 -2.4654 -3.6891
H9 1.1900 -2.5113 -2.4385
H10 -0.5997 -1.1306 -3.2856
H11 -0.7402 0.1044 -5.1621
H12 -1.1916 1.3043 -3.9694
H13 1.7528 1.4440 -4.3881
H14 0.5159 2.6656 -4.6601
H15 0.1781 1.4905 -6.8649
H16 1.6860 0.8276 -6.5804
N2 -2.4031 0.6401 -7.6886
C6 -2.8700 -0.5480 -8.0783
C7 -4.1310 -1.0228 -7.7602
C8 -4.9615 -0.2220 -6.9929
C9 -4.4997 1.0171 -6.5808
C10 -3.2206 1.3979 -6.9531
H17 -2.1828 -1.1435 -8.6692
H18 -4.4522 -1.9988 -8.0990
H19 -5.9509 -0.5629 -6.7168
H20 -5.1154 1.6712 -5.9785
H21 -2.8138 2.3567 -6.6510
N3 -0.4146 4.1213 1.2307
C11 -0.3097 4.4981 2.5098
C12 0.8603 4.9704 3.0792
C13 1.9894 5.0581 2.2819
C14 1.9046 4.6748 0.9536
C15 0.6860 4.2168 0.4801
H22 -1.2173 4.4051 3.0964
H23 0.8902 5.2577 4.1199
H24 2.9232 5.4190 2.6918
H25 2.7647 4.7262 0.2995
H26 0.5718 3.9044 -0.5529
N4 -5.8487 -2.9406 -5.1385
C16 -4.5179 -3.0429 -5.0617
C17 -3.8259 -3.2674 -3.8831
C18 -4.5527 -3.3906 -2.7117
C19 -5.9331 -3.2900 -2.7634
C20 -6.5287 -3.0682 -3.9942
H27 -3.9892 -2.9341 -5.9991
H28 -2.7465 -3.3405 -3.8828
H29 -4.0496 -3.5628 -1.7687
H30 -6.5326 -3.3816 -1.8683
H31 -7.6065 -2.9854 -4.0844
N5 2.4226 8.2220 3.2330
C21 2.0921 8.8913 4.3400
C22 2.0965 10.2736 4.4363
C23 2.4682 11.0076 3.3213
C24 2.8165 10.3339 2.1619
C25 2.7756 8.9488 2.1706
H32 1.8110 8.2746 5.1868
H33 1.8162 10.7621 5.3598
H34 2.4856 12.0899 3.3554
H35 3.1124 10.8703 1.2706
H36 3.0354 8.3779 1.2859
N6 2.2011 2.6928 4.8687
C26 3.0393 2.5543 5.9009
C27 4.1130 1.6772 5.9061
C28 4.3304 0.8956 4.7810
C29 3.4726 1.0219 3.7000
C30 2.4314 1.9310 3.7946
H37 2.8269 3.1846 6.7586
H38 4.7620 1.6080 6.7694
H39 5.1578 0.1974 4.7467
H40 3.6071 0.4305 2.8040
H41 1.7367 2.0680 2.9724
N7 3.8693 -4.2653 -5.9365
C31 4.0893 -5.4809 -6.4431
C32 3.2947 -6.0716 -7.4125
C33 2.2030 -5.3614 -7.8853
C34 1.9541 -4.0984 -7.3739
C35 2.8125 -3.5958 -6.4066
H42 4.9530 -5.9995 -6.0403
H43 3.5244 -7.0610 -7.7866
H44 1.5550 -5.7872 -8.6425
H45 1.1116 -3.5128 -7.7163
H46 2.6543 -2.6122 -5.9768
N8 -5.4555 -6.2647 -0.4366
C36 -4.1238 -6.3594 -0.3609
C37 -3.4323 -6.5753 0.8201
C38 -4.1561 -6.6980 1.9950
C39 -5.5377 -6.6034 1.9407
C40 -6.1333 -6.3891 0.7082
H47 -3.5976 -6.2531 -1.3033
H48 -2.3529 -6.6448 0.8185
H49 -3.6498 -6.8654 2.9387
H50 -6.1395 -6.6933 2.8352
H51 -7.2114 -6.3103 0.6171
N9 -1.9784 -7.9601 4.2367
C41 -0.9626 -7.2878 3.6865
C42 0.3707 -7.6128 3.8742
C43 0.6733 -8.6962 4.6822
C44 -0.3633 -9.4079 5.2653
C45 -1.6627 -9.0017 5.0107
H52 -1.2470 -6.4456 3.0650
H53 1.1503 -7.0323 3.4004
H54 1.7031 -8.9825 4.8552
H55 -0.1679 -10.2595 5.9028
H56 -2.5058 -9.5297 5.4421
N10 2.8426 4.9361 8.5150
C46 4.0043 5.5484 8.2721
C47 4.5544 6.5154 9.0981
C48 3.8599 6.8732 10.2422
C49 2.6512 6.2523 10.5137
C50 2.1909 5.2954 9.6237
H57 4.5093 5.2378 7.3638
H58 5.5012 6.9760 8.8512
H59 4.2551 7.6257 10.9133
H60 2.0786 6.5042 11.3959
H61 1.2524 4.7806 9.7955

The charge is -1. Its total energy is -85894.2336 eV. Its highest occupied orbital energy is -3.7 eV. For the orbital gap, the calculation gives 5.36 eV.

> Which value of orbital gap does entry 2 give?

5.36 eV